(1)
A 2-piece molecular cluster, C4H12N2S overall in a non-equilibrium geometry, computed with wB97M-V/def2-TZVPD.

Each line ends with the Mulliken charge.
Positions of all 19 atoms, in Å:
C: -0.3313 -0.6866 0.5411  -0.467
N: 0.9220 -0.9924 -0.1745  -0.477
C: 2.0189 -0.4408 0.7070  -0.399
N: 2.2979 0.9086 0.2253  -0.601
C: -1.4161 -0.5739 -0.4775  -0.725
C: -1.4244 0.6589 -1.4046  -0.674
S: -1.4419 2.1747 -0.3440  -0.228
H: -0.2173 0.2672 1.0834  0.413
H: -0.5454 -1.4085 1.3598  0.380
H: 1.0740 -1.9916 -0.1385  0.264
H: 1.7020 -0.5193 1.7570  0.336
H: 2.8342 -1.1649 0.5292  0.362
H: 2.6826 1.4953 0.9519  0.238
H: 1.3770 1.2878 -0.0555  0.218
H: -2.3678 -0.4683 0.0311  0.207
H: -1.3735 -1.5210 -1.0708  0.338
H: -2.2888 0.7267 -2.0328  0.315
H: -0.5001 0.9235 -1.9919  0.392
H: -3.0020 1.3245 0.5044  0.108

Calculated values
* gap between HOMO and LUMO: 0.3078 Ha
* E_LUMO: -0.72 eV
* F_max: 0.0865 hartree/bohr
* charge: 0
* relative energy (zero: lowest compared OMol25 entry of this formula, charge and spin): 68.15 kcal/mol



(2)
A 2-piece molecular cluster, C4H12N2S overall in a non-equilibrium geometry, computed with wB97M-V/def2-TZVPD.

Each line ends with the Mulliken charge.
Positions of all 19 atoms, in Å:
C: -1.8838 -1.5427 0.8827  -0.710
N: -1.3319 -1.3528 -0.4455  -0.332
C: -0.3092 -0.3419 -0.5608  -0.209
C: 1.0266 -0.4746 0.2271  -0.769
S: 2.2782 0.4013 -0.7031  -0.196
C: -0.9230 1.0116 -0.2735  -0.473
N: -1.3931 1.1017 1.0519  -0.509
H: -1.1581 -1.9569 1.5742  0.277
H: -2.8241 -2.0636 0.7869  0.355
H: -2.0544 -0.4017 1.2343  0.269
H: -1.2062 -2.1836 -1.0040  0.274
H: 0.0402 -0.3075 -1.5926  0.429
H: 1.2508 -1.5370 0.3145  0.373
H: 0.9242 -0.0887 1.2470  0.305
H: 1.5487 3.4230 1.7003  -0.178
H: 1.8762 4.0784 1.5957  0.178
H: -1.7169 1.1362 -1.0313  0.335
H: -0.1354 1.8019 -0.4769  0.376
H: -1.6814 2.0525 1.2812  0.208

Calculated values
* gap between HOMO and LUMO: 0.1629 Ha
* E_LUMO: -3.33 eV
* F_max: 0.0489 hartree/bohr
* charge: 0
* relative energy (zero: lowest compared OMol25 entry of this formula, charge and spin): 154.88 kcal/mol



(3)
One molecule with the formula C4H12N2S in a non-equilibrium geometry, computed with wB97M-V/def2-TZVPD.

Each line ends with the Mulliken charge.
Positions of all 19 atoms, in Å:
N: -0.9675 1.4215 -0.7374  -0.645
C: -0.2156 0.5170 0.1011  0.945
C: -0.4981 0.5875 1.6258  -1.109
S: -2.0700 1.2914 2.1523  -0.206
C: -0.4046 -0.8856 -0.4253  -1.389
N: 0.7642 -1.7112 -0.5760  -0.287
C: 1.8869 -1.1772 -1.3236  -0.966
H: -0.9395 2.3932 -0.4837  0.214
H: -1.8732 1.0564 -0.9724  0.209
H: 0.8125 0.8692 -0.0074  0.237
H: -0.4899 -0.4186 2.0608  0.363
H: 0.2708 1.0365 2.1846  0.451
H: -1.9174 2.5522 1.7546  0.078
H: -1.0147 -0.9259 -1.3323  0.349
H: -1.0959 -1.3976 0.2622  0.526
H: 1.0737 -2.0754 0.2964  0.274
H: 2.6870 -0.7745 -0.6937  0.317
H: 1.6187 -0.3770 -2.0069  0.341
H: 2.3725 -1.9819 -1.8791  0.301

Calculated values
* gap between HOMO and LUMO: 0.3482 Ha
* E_LUMO: 0.84 eV
* F_max: 0.0310 hartree/bohr
* charge: 0
* relative energy (zero: lowest compared OMol25 entry of this formula, charge and spin): 20.43 kcal/mol
* SMILES: CNC[C@@H](N)CS



(4)
One molecule with the formula C4H12N2S in a non-equilibrium geometry, computed with wB97M-V/def2-TZVPD.

Each line ends with the Mulliken charge.
Positions of all 19 atoms, in Å:
C: 1.5247 -0.6295 0.4314  -1.071
C: 0.2317 -0.6530 -0.4148  0.253
C: -0.7964 -1.7614 -0.1790  -1.179
S: -0.0604 -3.2874 -0.9377  -0.222
N: -0.5483 0.4884 0.1698  -0.263
C: -0.3181 1.8054 -0.3503  -0.356
N: -0.6043 2.8861 0.5577  -0.584
H: 1.5845 0.2625 1.0380  0.338
H: 2.5299 -0.7619 0.0066  0.242
H: 1.3481 -1.5355 1.0303  0.295
H: 0.4008 -0.4666 -1.4771  0.383
H: -1.6860 -1.5122 -0.7540  0.419
H: -1.0037 -1.8379 0.8804  0.497
H: 0.7599 -3.6683 0.0689  0.124
H: -1.3053 0.2767 0.7865  0.196
H: -0.7963 1.9437 -1.3661  0.240
H: 0.7581 1.7985 -0.5724  0.257
H: -1.5412 2.8534 0.9373  0.196
H: -0.4777 3.7987 0.1445  0.235

Calculated values
* gap between HOMO and LUMO: 0.3345 Ha
* E_LUMO: 0.96 eV
* F_max: 0.0713 hartree/bohr
* charge: 0
* relative energy (zero: lowest compared OMol25 entry of this formula, charge and spin): 30.07 kcal/mol
* SMILES: C[C@@H](CS)NCN



(5)
One molecule with the formula C4H12N2S in a non-equilibrium geometry, computed with wB97M-V/def2-TZVPD.

Each line ends with the Mulliken charge.
Positions of all 19 atoms, in Å:
N: 1.1754 2.0436 -0.6368  -0.610
C: 0.0999 0.9446 -0.6327  0.630
C: 0.4965 -0.3641 -0.0096  -0.858
C: -0.3494 -0.9780 1.1205  -0.756
S: 0.4321 -2.3811 1.9926  -0.240
C: -0.7612 0.9339 -1.9246  -0.892
N: -1.6892 2.0171 -2.0103  -0.607
H: 1.3603 2.1882 -1.6961  0.249
H: 2.0451 1.8920 -0.0734  0.251
H: -0.5261 1.4248 0.2561  -0.018
H: 1.6271 -0.1863 0.1791  0.352
H: 0.7135 -1.1180 -0.8083  0.302
H: -1.2251 -1.4084 0.6455  0.302
H: -0.6374 -0.3003 1.9112  0.405
H: 1.3898 -1.6539 2.7792  0.129
H: -1.2499 -0.0688 -1.9816  0.352
H: -0.1294 0.9319 -2.7940  0.387
H: -2.4550 1.8613 -1.2857  0.287
H: -1.1444 2.8907 -1.8061  0.333

Calculated values
* gap between HOMO and LUMO: 0.3651 Ha
* E_LUMO: 0.87 eV
* F_max: 0.0899 hartree/bohr
* charge: 0
* relative energy (zero: lowest compared OMol25 entry of this formula, charge and spin): 34.90 kcal/mol
* SMILES: NC[C@H](N)CCS



(6)
One molecule with the formula C4H12N2S in a non-equilibrium geometry, computed with wB97M-V/def2-TZVPD.

Each line ends with the Mulliken charge.
Positions of all 19 atoms, in Å:
C: -1.6210 0.0503 -1.6389  -1.439
C: -0.4236 0.2912 -0.7614  0.444
C: 0.8837 -0.2016 -1.3971  -1.026
S: 2.4179 0.1734 -0.5113  -0.235
N: -0.4484 -0.3728 0.5753  -0.381
C: -1.6042 0.1498 1.3763  -0.534
N: -1.5198 -0.1329 2.8020  -0.645
H: -2.5548 0.1896 -1.0838  0.383
H: -1.5811 0.7034 -2.5154  0.391
H: -1.8129 -0.9537 -2.0269  0.324
H: -0.2638 1.3573 -0.5893  0.274
H: 0.7572 -1.2826 -1.6262  0.377
H: 0.9971 0.0894 -2.4430  0.421
H: 2.0206 -0.4157 0.6249  0.135
H: -0.4736 -1.3809 0.4780  0.301
H: -1.5505 1.2104 1.1706  0.347
H: -2.4487 -0.4670 1.0095  0.319
H: -1.0275 0.6372 3.2476  0.286
H: -0.8902 -0.9119 2.9721  0.257

Calculated values
* gap between HOMO and LUMO: 0.3646 Ha
* E_LUMO: 0.99 eV
* F_max: 0.0556 hartree/bohr
* charge: 0
* relative energy (zero: lowest compared OMol25 entry of this formula, charge and spin): 15.70 kcal/mol
* SMILES: C[C@H](CS)NCN



(7)
One molecule with the formula C4H12N3 in a non-equilibrium geometry, computed with wB97M-V/def2-TZVPD.

Each line ends with the Mulliken spin population.
Positions of all 19 atoms, in Å:
C: 1.0297 -0.9044 1.1542  0.000
C: -0.3392 -0.3236 1.5335  0.013
C: -1.1747 -0.1389 0.3319  0.046
N: -0.9927 2.2297 -2.0883  0.095
C: -0.1411 1.3442 -1.4245  0.716
N: -0.3681 0.2162 -0.8865  0.072
N: 1.1702 -1.8486 0.1567  0.004
H: 1.6766 -1.3467 1.9644  -0.001
H: 1.6286 0.0537 1.0386  0.002
H: -0.1813 0.6502 2.1181  0.003
H: -0.7633 -0.9269 2.3660  0.004
H: -1.9194 0.6826 0.4732  0.019
H: -1.8006 -1.1564 0.0377  -0.012
H: -0.5363 3.1187 -2.0635  -0.013
H: -1.6277 1.9473 -2.8516  0.026
H: 0.8963 1.7240 -1.2603  0.007
H: 2.0871 -1.9294 -0.2612  0.001
H: 0.2759 -0.6691 -0.9692  0.019
H: 1.0801 -2.7225 0.6308  -0.001

Calculated values
* gap between HOMO and LUMO (spin up / spin down): 0.2195 / 0.3271 Ha
* E_LUMO (spin up / spin down): 0.91 / 0.89 eV
* spin multiplicity: 2
* F_max: 0.1615 hartree/bohr
* charge: 0
* relative energy (zero: lowest compared OMol25 entry of this formula, charge and spin): 50.03 kcal/mol



(8)
A 2-piece molecular cluster, C4H12N3 overall in a non-equilibrium geometry, computed with wB97M-V/def2-TZVPD.

Each line ends with the Mulliken spin population.
Positions of all 19 atoms, in Å:
N: 0.2408 -1.6898 1.3287  0.193
C: 0.2694 -2.1123 0.0838  0.651
N: 1.3071 -2.7235 -0.4568  0.145
H: 1.0181 -1.9035 1.9440  -0.012
H: -0.5614 -1.1762 1.6811  -0.026
H: -0.6610 -2.1666 -0.4694  0.040
H: 1.1734 -3.2330 -1.3339  -0.005
H: 2.2300 -2.7344 -0.0030  0.008
C: -0.7877 2.1016 0.9243  -0.002
C: -0.4528 1.6281 -0.4791  -0.002
C: -1.2304 1.6213 -1.5965  -0.009
N: 0.8912 1.2211 -0.4655  -0.001
H: 0.0209 2.7345 1.2928  -0.001
H: -0.8623 1.2220 1.5671  0.003
H: -1.7236 2.6731 0.9721  0.001
H: -0.8458 1.2903 -2.5602  -0.005
H: -2.2775 1.9304 -1.4980  0.002
H: 1.1430 0.6838 0.3824  0.009
H: 1.1085 0.6331 -1.3139  0.013

Calculated values
* gap between HOMO and LUMO (spin up / spin down): 0.1895 / 0.3256 Ha
* E_LUMO (spin up / spin down): 0.96 / 0.87 eV
* spin multiplicity: 2
* F_max: 0.0964 hartree/bohr
* charge: 0
* relative energy (zero: lowest compared OMol25 entry of this formula, charge and spin): 21.33 kcal/mol



(9)
A 2-piece molecular cluster, C4H12N3 overall in a non-equilibrium geometry, computed with wB97M-V/def2-TZVPD.

Each line ends with the Mulliken charge.
Positions of all 19 atoms, in Å:
C: 2.8285 0.1694 0.0050  0.530
C: 3.9306 0.4381 -0.6490  -0.852
C: -3.2058 0.0550 0.3821  -1.100
C: -1.8164 -0.4929 0.3631  -0.106
N: 1.4514 0.3563 0.2926  -0.292
N: 2.2140 -0.7129 0.8961  -0.403
N: -0.9826 -0.0115 -0.7856  -0.365
H: 4.7997 -0.1340 -0.3501  0.265
H: 4.1651 1.3323 -1.1497  0.299
H: 0.1569 0.2452 -0.4230  0.403
H: -3.3790 0.9939 -0.2696  0.275
H: -4.0743 -0.5712 -0.0203  0.278
H: -3.6422 0.3618 1.2940  0.327
H: -1.8428 -1.6364 0.2667  0.295
H: -1.4644 -0.1472 1.2714  0.243
H: 1.3402 1.1999 0.8655  0.267
H: 1.8592 -1.5661 0.6520  0.244
H: -1.4619 0.7958 -1.0657  0.331
H: -0.8762 -0.6756 -1.5755  0.361

Calculated values
* gap between HOMO and LUMO: 0.3854 Ha
* E_LUMO: -3.07 eV
* F_max: 0.0980 hartree/bohr
* charge: +1
* relative energy (zero: lowest compared OMol25 entry of this formula, charge and spin): 119.43 kcal/mol



(10)
A 2-piece molecular cluster, C4H12N3 overall in a non-equilibrium geometry, computed with wB97M-V/def2-TZVPD.

Each line ends with the Mulliken charge.
Positions of all 19 atoms, in Å:
C: -2.0937 0.6684 1.6684  -1.340
C: -0.9280 -0.3238 1.5243  0.756
C: 0.3567 -0.0824 1.0661  -1.429
N: -1.2906 -1.5289 2.0918  -0.536
H: -2.5657 0.5757 2.6779  0.379
H: -2.8630 0.4441 0.9148  0.355
H: -1.7700 1.7106 1.5103  0.332
H: 1.2209 -0.6909 1.4346  0.328
H: 0.5389 0.9141 0.6312  0.582
H: -2.2492 -1.7958 1.9161  0.279
H: -0.6494 -2.2619 1.7453  0.258
N: 1.3311 0.7066 -3.1815  -0.348
C: 1.1119 0.2916 -1.9579  0.277
N: 2.0911 -0.1070 -1.1843  -0.237
H: 2.2324 0.5775 -3.7263  0.261
H: 0.5683 1.0965 -3.7451  0.265
H: 0.1314 0.3628 -1.5441  0.379
H: 1.7975 -0.4860 -0.2873  0.232
H: 3.0293 -0.0712 -1.5542  0.209

Calculated values
* gap between HOMO and LUMO: 0.3102 Ha
* E_LUMO: -3.40 eV
* F_max: 0.0405 hartree/bohr
* charge: +1
* relative energy (zero: lowest compared OMol25 entry of this formula, charge and spin): 38.63 kcal/mol



(11)
A 2-piece molecular cluster, C4H12N3 overall in a non-equilibrium geometry, computed with wB97M-V/def2-TZVPD.

Each line ends with the Mulliken charge.
Positions of all 19 atoms, in Å:
C: -0.1979 -1.2764 -1.0288  -0.364
C: 1.1097 -1.9567 -1.3017  -0.077
C: 1.2703 -2.8432 -2.2772  -0.762
H: -0.0637 -0.1935 -1.0129  0.003
H: -0.9429 -1.5151 -1.7862  0.307
H: -0.6195 -1.5668 -0.0540  0.128
H: 1.9364 -1.7674 -0.6252  0.247
H: 2.2155 -3.3325 -2.4620  0.259
H: 0.4998 -3.0134 -3.0229  0.242
N: -1.6186 0.9154 0.6117  -0.455
C: -0.5027 1.4627 1.1288  0.875
N: 0.1060 2.4570 0.4791  -0.374
N: -0.0341 1.0276 2.2848  -0.397
H: -1.8526 1.2085 -0.3214  0.268
H: -1.7719 -0.0322 0.9054  0.246
H: 0.9125 2.8866 0.9014  0.202
H: -0.1520 2.7125 -0.4577  0.219
H: -0.4673 0.2359 2.7272  0.223
H: 0.8485 1.3520 2.6453  0.212

Calculated values
* gap between HOMO and LUMO: 0.3390 Ha
* E_LUMO: -3.37 eV
* F_max: 0.0275 hartree/bohr
* charge: +1
* relative energy (zero: lowest compared OMol25 entry of this formula, charge and spin): 23.73 kcal/mol



(12)
An isolated ion of composition C4H12N3 and charge +1 in a non-equilibrium geometry, computed with wB97M-V/def2-TZVPD.

Each line ends with the Mulliken charge.
Positions of all 19 atoms, in Å:
C: -1.4183 -0.6046 -0.0949  -0.466
C: 3.3454 0.0397 -1.4148  -1.023
C: -3.1217 0.4080 1.5910  -0.767
C: 2.3057 0.2303 -0.3507  0.276
N: -0.0168 0.5346 -0.1605  -0.665
N: -2.2170 -0.6808 1.0486  -0.235
N: 1.1157 0.2212 -0.7549  0.178
H: -1.9146 -0.1364 -0.9598  0.348
H: -1.0358 -1.5476 -0.2761  0.385
H: 4.2012 0.7214 -1.5112  0.337
H: 3.8240 -0.9239 -0.9929  0.294
H: 2.9037 -0.3291 -2.3977  0.218
H: -2.6411 1.3369 1.6325  0.316
H: -3.8296 0.5659 0.7118  0.273
H: -3.6262 0.1197 2.4983  0.328
H: -1.7358 -1.1525 1.7668  0.245
H: 2.6343 0.3585 0.6374  0.413
H: 0.1728 0.8963 0.7922  0.263
H: 1.0538 -0.0575 -1.7650  0.283

Calculated values
* gap between HOMO and LUMO: 0.3425 Ha
* E_LUMO: -3.67 eV
* F_max: 0.0799 hartree/bohr
* charge: +1
* relative energy (zero: lowest compared OMol25 entry of this formula, charge and spin): 100.95 kcal/mol
* SMILES: C/C=[NH+]/NCNC